Run i
Density functional theory data (the ωB97M-V functional and the def2-TZVPD basis) for the molecule C5H7NOS.

* HOMO-LUMO gap: 9.313 eV
* E_HOMO: -0.3235 Ha

Atoms and positions in Å:
1 C -1.28500 0.31113 0.19031
2 C 0.34790 0.89558 -1.72393
3 C -0.21886 -0.41488 -0.15010
4 C -1.57931 1.53875 -0.67655
5 C 1.91959 -1.27048 1.11343
6 N -0.63975 1.61241 -1.71066
7 O -0.34596 -2.57295 1.39049
8 S 0.37228 -1.96394 0.26757
9 H -1.88096 0.15390 1.07431
10 H 1.10095 0.69521 -2.51182
11 H -2.58409 1.71519 -0.98348
12 H -1.61178 2.52063 -0.04024
13 H 2.15792 -1.93894 1.93432
14 H 1.62524 -0.26650 1.53697
15 H 2.62180 -1.01510 0.28939


Run ii
Density functional theory data (the ωB97M-V functional and the def2-TZVPD basis) for the molecule C5H7NOS.

* HOMO-LUMO gap: 9.251 eV
* E_HOMO: -0.3155 Ha

Atoms and positions in Å:
1 C 2.20797 0.63003 -0.00690
2 C 1.17836 -0.47602 -0.01005
3 C -0.13993 -0.31960 -0.00188
4 C -1.13340 -1.48390 -0.00895
5 C -2.21319 0.90550 -0.00420
6 H 2.84673 0.55949 -0.86759
7 H 2.84849 0.51673 0.87419
8 H 1.75842 1.63413 -0.00230
9 H 1.55053 -1.49943 -0.01178
10 H -0.98977 -2.10333 0.89854
11 H -1.00046 -2.12022 -0.87588
12 H -0.36990 1.78323 0.03104
13 N -0.82942 0.88692 -0.00329
14 O -2.91026 1.87921 -0.00709
15 S -2.80417 -0.79273 -0.00387


Run iii
Density functional theory data (the ωB97M-V functional and the def2-TZVPD basis) for the molecule C5H7NOS.

* HOMO-LUMO gap: 8.042 eV
* E_HOMO: -0.3187 Ha

Atoms and positions in Å:
1 C -0.16918 2.59013 0.09722
2 C 1.64882 -1.06053 -0.68847
3 C -0.06995 1.29138 0.43614
4 C 0.74899 -1.62769 0.13148
5 C -0.90063 0.11837 0.07717
6 N -0.50659 -1.15178 0.36770
7 O -1.40428 -2.13814 0.32053
8 S -2.47724 0.40265 -0.46515
9 H 0.51202 3.35684 0.48114
10 H -1.10511 2.85169 -0.42330
11 H 2.73210 -1.37185 -0.77144
12 H 1.52509 -0.18856 -1.24422
13 H 0.76836 0.96928 0.96374
14 H 0.88152 -2.53654 0.64537
15 H -2.18393 -1.50521 0.07207


Least stable structure: run i


Run i
Density functional theory data (the ωB97M-V functional and the def2-TZVPD basis) for C2H9N2 as an isolated structure.

* net charge: +1
* HOMO-LUMO gap: 10.549 eV
* E_HOMO: -0.5297 Ha

Atoms and positions in Å:
1 C 0.37518 -0.10618 -0.90290
2 C -0.13428 0.97626 -0.06881
3 N 0.89398 -1.37925 0.45335
4 N -1.44292 0.70895 0.45625
5 H -0.36917 -0.66557 -1.28423
6 H 1.33516 -0.10227 -1.47009
7 H -0.05581 1.72103 -0.86865
8 H 0.55161 1.36097 0.60198
9 H 0.67394 -0.86842 1.29009
10 H 0.09015 -2.09631 0.27407
11 H 1.81622 -1.75597 0.26771
12 H -2.09278 1.21364 -0.15804
13 H -1.64130 0.99311 1.40927


Run ii
Density functional theory data (the ωB97M-V functional and the def2-TZVPD basis) for a 2-piece molecular cluster, C2H9N2 overall.

* net charge: +1
* HOMO-LUMO gap: 11.118 eV
* E_HOMO: -0.5439 Ha

Atoms and positions in Å:
1 N 2.23107 -0.56938 -0.46582
2 H 0.38796 -0.56080 0.11732
3 H 2.56178 0.32584 -0.80343
4 H 2.18250 -1.32046 -1.15080
5 H 2.99751 -1.00468 0.05492
6 C -1.84387 1.04637 -0.47961
7 C -1.14236 0.80932 0.61287
8 N -0.46027 -0.51397 0.74184
9 H -1.58354 0.57971 -1.43650
10 H -2.71564 1.70154 -0.44712
11 H -1.11171 1.53213 1.41925
12 H -0.38575 -0.95839 1.65189
13 H -1.11769 -1.06722 0.18520


Least stable structure: run i


Run i
Density functional theory data (the ωB97M-V functional and the def2-TZVPD basis) for a 2-piece molecular cluster, C4H10NO2 overall.

* net charge: +1
* HOMO-LUMO gap: 2.295 eV
* E_HOMO: -0.4096 Ha

Atoms and positions in Å:
1 O 0.09139 0.14771 -0.78516
2 C 0.13743 0.21930 0.39075
3 O -0.97588 0.47673 1.11841
4 C 1.43048 0.10984 1.13751
5 C 2.69307 0.13416 0.50841
6 C 2.84555 -0.73151 -0.77944
7 N -5.51588 0.12053 -1.03785
8 H -0.71896 0.65225 2.03755
9 H 1.38842 0.41444 2.18701
10 H 3.36729 -0.24246 1.29426
11 H 2.97058 1.19158 0.31101
12 H 2.52773 -1.74595 -0.56955
13 H 3.91668 -0.77001 -0.98008
14 H 2.30802 -0.29604 -1.60565
15 H -6.02354 -0.73677 -1.07508
16 H -4.63653 0.15487 -0.56613
17 H -5.80586 0.90134 -1.58595


Run ii
Density functional theory data (the ωB97M-V functional and the def2-TZVPD basis) for an isolated ion of composition C4H10NO2 and charge +1.

* net charge: +1
* HOMO-LUMO gap: 10.777 eV
* E_HOMO: -0.5383 Ha

Atoms and positions in Å:
1 O 0.13722 -1.49334 -2.50415
2 C 0.79082 -1.13704 -1.56699
3 C 0.30049 -0.05973 -0.61471
4 C 0.08390 -0.60166 0.79126
5 C 0.25070 0.40189 1.95933
6 O -0.14358 1.73833 1.71213
7 N -0.97707 0.44073 -1.23915
8 H 1.77717 -1.54012 -1.30624
9 H 1.03230 0.74324 -0.64779
10 H 0.85728 -1.35602 0.96946
11 H -0.85781 -1.14331 0.83914
12 H 1.28160 0.37011 2.30687
13 H -0.38935 0.03422 2.74921
14 H -0.21970 1.98549 0.78886
15 H -1.18399 -0.15181 -2.06368
16 H -1.78520 0.36223 -0.60599
17 H -0.95476 1.40680 -1.56756


Least stable structure: run i


Run i
Density functional theory data (the ωB97M-V functional and the def2-TZVPD basis) for the molecule C2H3NO2S.

* HOMO-LUMO gap (spin up / spin down): 8.219 / 6.175 eV
* E_HOMO (spin up / spin down): -0.3424 / -0.3136 Ha

Atoms and positions in Å:
1 C 0.31650 0.26862 1.50596
2 C -0.51798 -0.60920 -1.40810
3 N 0.64707 0.65996 0.18350
4 O 0.85913 0.82231 2.37745
5 O -0.15641 0.58305 -0.94384
6 S -0.92887 -1.03021 1.57239
7 H -1.41869 -0.84189 -1.96972
8 H 0.05214 -1.48444 -1.48190
9 H 1.14710 1.63179 0.16424


Run ii
Density functional theory data (the ωB97M-V functional and the def2-TZVPD basis) for the molecule C2H3NO2S.

* HOMO-LUMO gap: 8.323 eV
* E_HOMO: -0.3360 Ha

Atoms and positions in Å:
1 C 1.16004 -0.82633 0.25006
2 C -0.23558 0.92722 -0.23119
3 N -2.40190 -0.75497 0.47893
4 O 1.16268 -1.25067 -0.87961
5 O 0.47376 0.19091 0.70947
6 S -2.06299 0.24342 -0.52362
7 H 1.82625 -1.24206 1.11781
8 H -0.25039 2.04484 0.17255
9 H 0.32811 0.66765 -1.09439


Run iii
Density functional theory data (the ωB97M-V functional and the def2-TZVPD basis) for the molecule C2H3NO2S.

* HOMO-LUMO gap: 9.617 eV
* E_HOMO: -0.3469 Ha

Atoms and positions in Å:
1 C -0.98276 0.41548 -0.96980
2 C -0.11223 0.36839 0.22659
3 N -0.65141 -0.86487 -0.38491
4 O -3.19159 -0.26570 -2.23662
5 O -0.71200 0.75160 -2.27768
6 S -2.43748 0.92494 -1.86283
7 H 0.84364 0.58271 0.15681
8 H -0.55367 0.66903 1.06413
9 H -0.01266 -1.55612 -0.71134


Run iv
Density functional theory data (the ωB97M-V functional and the def2-TZVPD basis) for the molecule C2H3NO2S.

* HOMO-LUMO gap: 10.209 eV
* E_HOMO: -0.3602 Ha

Atoms and positions in Å:
1 C -2.03803 0.39277 -0.06316
2 C 0.22864 -0.68881 0.03148
3 N -0.88551 1.18911 -0.02054
4 O -3.12913 0.85691 0.12734
5 O 0.25043 0.47999 -0.60494
6 S -1.74875 -1.34063 -0.10454
7 H 0.85870 -1.25114 -0.68786
8 H 0.43550 -0.64976 1.07946
9 H -1.02802 2.19901 -0.28764


Least stable structure: run i


Run i
Density functional theory data (the ωB97M-V functional and the def2-TZVPD basis) for the molecule H2N2O3.

* HOMO-LUMO gap (spin up / spin down): 9.236 / 8.352 eV
* E_HOMO (spin up / spin down): -0.3704 / -0.3554 Ha

Atoms and positions in Å:
1 N -0.69769 -0.19636 -0.53209
2 N 0.44775 0.03615 0.38424
3 O 0.36734 1.35444 -0.01322
4 O -1.80717 -0.18038 0.08367
5 O 1.56989 -0.57198 -0.07827
6 H -1.73435 -0.30024 1.06232
7 H 1.85424 -0.14162 -0.90664


Run ii
Density functional theory data (the ωB97M-V functional and the def2-TZVPD basis) for a 2-piece molecular cluster, H2N2O3 overall.

* HOMO-LUMO gap: 10.971 eV
* E_HOMO: -0.3746 Ha

Atoms and positions in Å:
1 N -0.14654 2.04939 -2.25409
2 N 0.95542 1.98277 -2.34486
3 O -0.02730 0.04616 0.86643
4 O 2.10319 2.01037 -2.51131
5 O -0.15500 -0.06123 -0.58901
6 H -1.04235 0.13380 -0.95410
7 H 0.82627 -0.28224 1.22085


Least stable structure: run i


Run i
Density functional theory data (the ωB97M-V functional and the def2-TZVPD basis) for the molecule C2H4N2S3.

* HOMO-LUMO gap: 7.762 eV
* E_HOMO: -0.2984 Ha

Atoms and positions in Å:
1 C -0.01114 0.77814 -0.33838
2 C 1.99466 -0.91547 -0.11661
3 H -3.07831 -0.12682 1.37663
4 H -1.56249 1.81573 -0.53166
5 H -0.11715 -1.28615 -0.19323
6 H 1.92041 -2.10410 0.29621
7 N -1.39835 0.72366 -0.26888
8 N 0.62647 -0.46079 -0.31594
9 S -2.65489 -0.34080 0.01916
10 S 0.95083 2.12291 0.04712
11 S 3.32995 -0.20631 0.02558


Run ii
Density functional theory data (the ωB97M-V functional and the def2-TZVPD basis) for a 2-piece molecular cluster, C2H4N2S3 overall.

* HOMO-LUMO gap (spin up / spin down): 6.499 / 6.614 eV
* E_HOMO (spin up / spin down): -0.2924 / -0.2981 Ha

Atoms and positions in Å:
1 C 0.33966 -0.95291 1.19741
2 C -0.87117 -0.44568 0.90398
3 N 1.02103 -1.43802 0.18147
4 N -1.91885 -0.00663 0.58202
5 S 0.60848 -1.46121 -1.46926
6 S 0.24971 1.98901 -0.75804
7 S -3.17603 0.61394 -0.08829
8 H 0.68996 -1.39565 2.12617
9 H 1.88941 -1.76794 0.50216
10 H 1.26499 1.70905 -1.59768
11 H -0.09718 3.15605 -1.57994


Least stable structure: run ii